<a>
# C6H5N3O2

2 unconnected molecules or ions with the total composition C6H5N3O2 (ωB97M-V/def2-TZVPD, OMol25).

Properties
Charge   0
HOMO   -9.19 eV
LUMO level   0.0099 Ha

CARTESIAN COORDINATES (ANGSTROEM)
C  -0.400  1.812  1.018
C  0.993  1.957  1.457
C  1.259  1.235  2.699
C  -1.131  -1.999  -1.478
C  -0.113  -0.235  -1.985
C  0.338  -0.611  -0.781
H  1.667  1.579  0.675
H  1.222  3.032  1.604
H  -1.740  -3.515  -0.614
H  0.167  0.614  -2.567
H  1.053  -0.231  -0.067
N  -1.495  1.715  0.651
N  1.491  0.650  3.684
N  -1.075  -1.149  -2.436
O  -1.910  -3.080  -1.424
O  -0.327  -1.774  -0.436

***

<b>
# C6H5N3O2

2 unconnected molecules or ions with the total composition C6H5N3O2 (ωB97M-V/def2-TZVPD, OMol25).

Properties
Charge   0
HOMO   -8.86 eV
LUMO level   -0.0897 Ha

CARTESIAN COORDINATES (ANGSTROEM)
C  -0.870  -0.825  -1.446
C  0.786  0.380  -0.467
C  1.861  1.268  -0.167
C  1.895  1.686  1.141
C  0.154  0.474  1.890
C  -0.010  -0.082  0.654
H  -3.412  -0.624  -0.472
H  1.063  -0.082  -2.461
H  2.463  1.893  -0.790
H  2.843  2.253  1.227
H  -0.468  0.119  2.744
N  -0.769  -1.117  0.051
N  0.239  -0.032  -1.650
N  1.012  1.513  2.135
O  -1.940  -1.600  0.587
O  -1.656  -1.340  -2.291

***

Computed relative energies in units of kcal/mol: <a> 0.0; <b> 127.0